ORCA calculation (the ωB97M-V functional and the def2-TZVPD basis) on a cluster of 2 separate species, C23H15F3N2 in total in a non-equilibrium geometry.

Calculated values
- E_LUMO: -3.0 eV
- Gap between HOMO and LUMO: 4.28 eV
- Energy relative to the best compared isomer or geometry (same formula, charge and spin): 0.0 kJ/mol
- E_tot: -1294.3872 Eh
- F_max: 0.066 hartree/bohr
- Molar mass: 376.38 g mol⁻¹

```
43
C23H15F3N2 (the ωB97M-V functional and the def2-TZVPD basis)
C 1.6136 1.8395 -1.0807
C 0.5871 0.7288 -1.3568
C 1.1410 -0.4291 -2.0086
N 1.6532 -1.3607 -2.5350
C -0.6400 1.1971 -2.0749
C -1.0692 2.5583 -2.1213
C -2.2386 2.9424 -2.7883
C -3.0268 1.9857 -3.4436
C -4.2704 2.3583 -4.0925
N -5.2694 2.6577 -4.6272
C -2.5911 0.6571 -3.4872
C -1.4228 0.2760 -2.8158
H 1.1743 2.8381 -1.0234
H 2.1825 1.6637 -0.1465
H 2.3139 1.8497 -1.9460
H -0.4810 3.3721 -1.6894
H -2.5868 3.9845 -2.7793
H -3.1866 -0.0964 -4.0209
H -1.0790 -0.7533 -2.9437
F -1.6597 -3.5959 3.9241
C -1.7148 -2.6908 2.8794
C -2.9661 -2.3513 2.3607
C -2.9665 -1.4369 1.2966
F -4.1834 -1.1125 0.7254
C -1.8100 -0.8657 0.7891
C -0.5237 -1.1882 1.3574
C 0.6288 -0.5150 0.8926
C 1.9219 -0.6116 1.4960
C 3.1247 -0.4449 0.7377
C 4.3726 -0.4358 1.3512
C 4.5118 -0.6355 2.7314
C 3.3487 -0.8538 3.4600
F 3.4468 -1.1010 4.8115
C 2.0842 -0.8253 2.9013
C -0.5201 -2.1876 2.3899
H -3.8794 -2.7905 2.7558
H -1.8735 -0.1429 -0.0290
H 0.4098 0.2889 0.1446
H 3.0638 -0.3863 -0.3510
H 5.2725 -0.2665 0.7587
H 5.4744 -0.6238 3.2384
H 1.2153 -0.9643 3.5394
H 0.4182 -2.5321 2.8201
```

These are the natural (NBO) partial charges, in e, on atoms 1 to 8: number 1, C, carries -0.626; number 2, C, carries -0.288; number 3, C, carries 0.256; number 4, N, carries -0.366; number 5, C, carries -0.038; number 6, C, carries -0.163; number 7, C, carries -0.172; number 8, C, carries -0.191


ORCA calculation (the ωB97M-V functional and the def2-TZVPD basis) on a structure of composition C59H89BrGaN4P2SSi.

Calculated values
- Charge: +1
- E_LUMO: -2.4 eV
- Gap between HOMO and LUMO: 7.12 eV
- Energy relative to the best compared isomer or geometry (same formula, charge and spin): 50.0 kJ/mol
- E_tot: -8389.7216 Eh
- F_max: 0.012 hartree/bohr
- Molar mass: 1126.12 g mol⁻¹

```
158
C59H89BrGaN4P2SSi (the ωB97M-V functional and the def2-TZVPD basis)
Ga -0.6087 0.4525 0.9217
C 2.3983 1.0851 1.9823
Si 1.7538 -0.1008 0.6650
C 2.8111 0.1918 -0.8587
C 4.0369 0.7996 -0.5484
C 4.9815 1.0923 -1.5163
C 4.6988 0.8052 -2.8387
C 3.4940 0.2113 -3.1689
C 2.5492 -0.1354 -2.2022
P 0.9907 -0.9798 -2.6760
C 0.8900 -0.6038 -4.4982
C -0.5758 -0.6248 -4.9560
C -0.7227 -0.0094 -6.3479
C 0.1536 -0.7334 -7.3686
C 1.6074 -0.7724 -6.9002
C 1.7251 -1.3995 -5.5077
C 1.5157 -2.7615 -2.4767
C 0.4771 -3.7214 -3.0750
C 0.7926 -5.1734 -2.7030
C 2.2093 -5.5572 -3.1244
C 3.2320 -4.5976 -2.5178
C 2.9252 -3.1551 -2.9242
C 2.1486 -1.8363 1.3252
C 3.3684 -2.3884 0.9118
C 3.8780 -3.5337 1.5042
C 3.1894 -4.1362 2.5467
C 1.9787 -3.6072 2.9649
C 1.4355 -2.4795 2.3455
P -0.1702 -1.7616 2.8004
C -0.0996 -1.4685 4.6253
C -0.5416 -2.5816 5.5879
C -0.0804 -2.2634 7.0259
C 0.0131 -0.7560 7.2538
C 1.1126 -0.1472 6.3622
C 1.2760 -0.9381 5.0521
C -1.4036 -3.0761 2.3579
C -1.4046 -3.1901 0.8275
C -2.6926 -3.8685 0.3253
C -3.2613 -4.8298 1.3775
C -2.1120 -5.5083 2.1156
C -1.3140 -4.4892 2.9585
H 3.3323 0.7157 2.4107
H 1.6799 1.2090 2.7944
H 2.5714 2.0721 1.5484
H 4.2627 1.0569 0.4784
H 5.9202 1.5536 -1.2381
H 5.4159 1.0359 -3.6164
H 3.2959 0.0171 -4.2138
H 1.2130 0.4444 -4.5295
H -1.1976 -0.0897 -4.2396
H -0.9341 -1.6619 -4.9790
H -0.4123 1.0428 -6.3066
H -1.7694 -0.0275 -6.6622
H 0.0839 -0.2363 -8.3380
H -0.2126 -1.7565 -7.5011
H 2.0044 0.2484 -6.8706
H 2.2185 -1.3349 -7.6090
H 2.7740 -1.4545 -5.2162
H 1.3510 -2.4258 -5.5574
H 1.4850 -2.8950 -1.3830
H 0.4914 -3.6416 -4.1656
H -0.5319 -3.4447 -2.7443
H 0.0639 -5.8444 -3.1647
H 0.7112 -5.2973 -1.6237
H 2.2856 -5.5249 -4.2166
H 2.4243 -6.5823 -2.8162
H 4.2396 -4.8676 -2.8409
H 3.2070 -4.6801 -1.4235
H 3.0104 -3.0822 -4.0107
H 3.6623 -2.4751 -2.4908
H 3.9312 -1.9144 0.1179
H 4.8212 -3.9431 1.1655
H 3.5933 -5.0137 3.0353
H 1.4687 -4.0657 3.8007
H -0.7882 -0.6241 4.7407
H -0.1277 -3.5441 5.2868
H -1.6301 -2.6778 5.5578
H 0.9052 -2.7029 7.2016
H -0.7618 -2.7229 7.7426
H 0.2197 -0.5446 8.3031
H -0.9542 -0.2976 7.0286
H 2.0630 -0.1395 6.8993
H 0.8654 0.8912 6.1281
H 1.9597 -1.7782 5.1903
H 1.7171 -0.3028 4.2828
H -2.3595 -2.6411 2.6572
H -0.5235 -3.7646 0.5361
H -1.2884 -2.2098 0.3477
H -2.4723 -4.4246 -0.5873
H -3.4397 -3.1146 0.0649
H -3.9045 -5.5693 0.8995
H -3.8859 -4.2875 2.0938
H -1.4536 -5.9762 1.3772
H -2.4818 -6.3064 2.7597
H -0.2767 -4.8176 3.0045
H -1.7027 -4.4752 3.9758
C 0.6844 7.1637 -1.7872
C 0.8669 5.6570 -1.8372
N 0.0942 5.1118 -2.9479
C 0.0128 3.8016 -3.2204
S 0.8013 2.6452 -2.2726
N -0.7121 3.3813 -4.2858
C -1.3830 4.0627 -5.4006
C -1.8924 5.4814 -5.1812
H 1.2294 7.5806 -0.9422
H -0.3689 7.4277 -1.6764
H 1.0648 7.6364 -2.6953
H 0.5257 5.1895 -0.9140
H 1.9189 5.3916 -1.9567
H -0.2515 5.7749 -3.6164
H -0.5922 2.3898 -4.4263
H -2.2427 3.4390 -5.6437
H -0.7258 4.0492 -6.2756
H -2.4066 5.5924 -4.2259
H -2.6118 5.7070 -5.9674
H -1.1037 6.2307 -5.2619
C -1.1294 4.5526 5.8891
C -0.7601 4.0011 4.5369
C 0.2757 4.5605 3.8039
C 0.5845 4.0643 2.5397
C 1.6705 4.6974 1.7105
C -0.1449 2.9961 2.0520
C -1.1843 2.3694 2.7754
C -1.4827 2.9236 4.0249
N -1.8103 1.2751 2.1840
C -3.1741 0.8600 2.5797
C -3.6769 -0.1626 1.5624
C -3.2641 0.1849 3.9597
C -4.1423 2.0507 2.5225
H -0.4441 5.3416 6.1939
H -1.1099 3.7712 6.6506
H -2.1386 4.9682 5.8731
H 0.8403 5.3934 4.2070
H 1.4730 5.7614 1.5688
H 1.7479 4.2312 0.7272
H 2.6386 4.6111 2.2079
H 0.0934 2.6510 1.0415
H -2.2811 2.5329 4.6359
H -4.0055 0.3184 0.6467
H -2.8978 -0.8923 1.3211
H -4.5218 -0.7187 1.9697
H -2.7987 -0.7975 3.9372
H -4.3147 0.0496 4.2237
H -2.7924 0.7568 4.7544
H -3.9485 2.7864 3.3003
H -5.1674 1.6955 2.6426
H -4.0604 2.5518 1.5574
Br -5.4620 2.8202 -3.0980
C -3.9405 2.2112 -2.1817
C -3.2046 3.0856 -1.3988
C -2.1345 2.5801 -0.6877
N -1.7730 1.2945 -0.7457
C -2.4589 0.4763 -1.5458
C -3.5575 0.8853 -2.2792
H -3.4670 4.1304 -1.3202
H -1.5604 3.2235 -0.0336
H -2.1153 -0.5494 -1.5924
H -4.1036 0.1850 -2.8942
```

These are the Löwdin partial charges, in e, on atoms 1 to 8: number 1, Ga, carries 0.594; number 2, C, carries -0.203; number 3, Si, carries 0.565; number 4, C, carries -0.322; number 5, C, carries -0.107; number 6, C, carries -0.065; number 7, C, carries -0.059; number 8, C, carries -0.099


ORCA calculation (the ωB97M-V functional and the def2-TZVPD basis) on a structure of composition C9H24N2O7P2 in a non-equilibrium geometry.

Calculated values
- E_LUMO: 0.5 eV
- Gap between HOMO and LUMO: 9.06 eV
- E_tot: -1676.1858 Eh
- F_max: 0.053 hartree/bohr
- Molar mass: 334.25 g mol⁻¹

```
44
C9H24N2O7P2 (the ωB97M-V functional and the def2-TZVPD basis)
C 0.3284 -6.2132 -0.6224
C -0.8080 -5.6560 -0.3648
O -0.9554 -4.2946 -0.0339
P -1.3358 -3.4724 -1.3785
O -1.6724 -2.1025 -1.0710
O -2.5488 -4.1970 -2.1164
N -3.7362 -4.0736 -1.3049
O -0.1098 -3.6405 -2.3689
P 1.1859 -2.5489 -2.0875
C 1.4362 -2.2905 -0.2774
O 2.5407 -3.3808 -2.5277
H 1.2778 -5.9254 -0.1951
H 0.3328 -7.0672 -1.2816
H -1.7202 -6.2367 -0.3634
H -4.1258 -5.0105 -1.3181
H -3.4545 -3.8765 -0.3459
H 2.1452 -3.0212 0.1253
H 1.9310 -1.3248 -0.1749
H 0.5223 -2.2313 0.3012
H 2.9862 -3.6779 -1.7177
C -0.2115 0.7579 -0.0504
O 0.8422 1.2246 0.7771
C 1.8264 2.0023 0.1104
C 1.6763 3.4891 0.3833
N 0.5023 4.0561 -0.2678
C 0.0558 5.3532 0.2471
C -0.1638 5.5500 1.7472
O -1.3029 4.9121 2.2928
C -1.1951 3.5097 2.4422
H -0.7151 -0.0509 0.4748
H -0.9505 1.5414 -0.2449
H 0.1549 0.3686 -1.0043
H 1.8400 1.7921 -0.9644
H 2.7928 1.6910 0.5170
H 2.5677 4.0088 0.0165
H 1.6435 3.6087 1.4724
H -0.2671 3.4057 -0.1994
H -0.8899 5.5738 -0.2536
H 0.7732 6.1084 -0.0926
H -0.3443 6.6176 1.8960
H 0.7280 5.3167 2.3420
H -0.2097 3.2073 2.8045
H -1.4330 3.0031 1.5047
H -1.9397 3.1943 3.1733
```

These are the natural (NBO) partial charges, in e, on atoms 1 to 8: number 1, C, carries -0.433; number 2, C, carries 0.098; number 3, O, carries -0.799; number 4, P, carries 2.545; number 5, O, carries -1.104; number 6, O, carries -0.667; number 7, N, carries -0.485; number 8, O, carries -1.056